# 1
Density functional theory data (wB97M-V/def2-TZVPD) for C17H39Br2FN5O5Pt as an isolated structure at a distorted geometry.

Properties
total charge: +1
energy: -6687.96097 Ha
energy above the lowest of the compared OMol25 structures with the same formula, charge and spin: 21.6 kcal/mol
Kohn-Sham gap (alpha / beta): 5.727 / 5.183 eV
largest force on an atom: 2.37 eV Å⁻¹
multiplicity: 3
highest occupied orbital energy (alpha / beta): -11.0849 / -11.0848 eV

Each line ends with the natural charge from an NBO analysis.
Atoms and positions in Å:
1 Pt -1.147 -2.153 -0.926  1.4158
2 F 0.027 -1.111 0.291  -0.6802
3 Br 2.307 -1.775 4.909  0.0063
4 C 1.710 -1.991 3.056  -0.4437
5 C 1.804 -3.440 2.589  -0.4793
6 Br 3.334 -4.473 3.152  0.0344
7 H 2.287 -1.265 2.490  0.2172
8 H 0.676 -1.658 3.007  0.2308
9 H 1.628 -3.582 1.526  0.2177
10 H 0.926 -3.866 3.079  0.2154
11 C -1.073 -0.254 -3.255  0.5494
12 O -1.327 -0.298 -2.022  -0.7211
13 N -0.117 0.478 -3.758  -0.3435
14 C 0.173 0.514 -5.172  -0.4173
15 C 0.671 1.378 -2.913  -0.4451
16 H -1.621 -0.805 -4.028  0.1553
17 H 1.108 -0.006 -5.410  0.2055
18 H 0.365 1.523 -5.536  0.2404
19 H -0.619 0.074 -5.775  0.2247
20 H 0.222 2.358 -2.768  0.2543
21 H 0.888 0.895 -1.964  0.2392
22 H 1.626 1.530 -3.415  0.2257
23 C -2.393 -0.538 3.167  0.5349
24 O -1.703 0.312 3.688  -0.6204
25 N -3.335 -1.273 3.795  -0.4267
26 C -4.248 -2.133 3.073  -0.3988
27 C -3.662 -1.041 5.178  -0.4358
28 H -2.238 -0.823 2.109  0.0909
29 H -5.248 -1.697 2.994  0.2028
30 H -4.340 -3.077 3.612  0.2093
31 H -3.904 -2.333 2.059  0.1917
32 H -4.691 -0.784 5.441  0.2095
33 H -3.467 -1.977 5.718  0.2023
34 H -3.045 -0.290 5.663  0.2497
35 C -1.786 3.214 -1.178  0.5289
36 O -1.741 4.244 -1.822  -0.6196
37 N -1.972 3.137 0.155  -0.4311
38 C -2.203 1.848 0.745  -0.4409
39 C -2.101 4.315 0.971  -0.4263
40 H -1.655 2.222 -1.634  0.0949
41 H -2.024 1.687 1.808  0.2456
42 H -1.775 1.005 0.205  0.2108
43 H -3.297 1.667 0.764  0.1780
44 H -3.117 4.448 1.347  0.2030
45 H -1.337 4.358 1.747  0.2053
46 H -1.909 5.187 0.346  0.2462
47 C 2.489 2.021 0.222  0.5351
48 O 3.376 2.474 -0.472  -0.6302
49 N 2.192 2.403 1.481  -0.4264
50 C 1.127 1.748 2.187  -0.4269
51 C 3.024 3.293 2.258  -0.4188
52 H 1.763 1.252 -0.104  0.0877
53 H 0.735 0.829 1.750  0.2253
54 H 0.259 2.369 2.426  0.2003
55 H 1.485 1.418 3.171  0.2080
56 H 3.788 3.777 1.660  0.2427
57 H 2.386 3.984 2.807  0.2058
58 H 3.573 2.706 3.005  0.1982
59 C 1.810 -2.295 -2.562  0.5677
60 O 0.636 -2.368 -2.156  -0.7723
61 N 2.199 -2.633 -3.769  -0.3719
62 C 3.504 -2.237 -4.264  -0.4217
63 C 1.368 -3.372 -4.704  -0.4299
64 H 2.608 -1.951 -1.897  0.1710
65 H 4.167 -3.086 -4.444  0.2242
66 H 3.997 -1.462 -3.685  0.2367
67 H 3.363 -1.816 -5.266  0.2125
68 H 1.269 -2.853 -5.653  0.2170
69 H 1.825 -4.356 -4.835  0.2285
70 H 0.401 -3.596 -4.262  0.2316

# 2
Density functional theory data (wB97M-V/def2-TZVPD) for C17H39CoN4P as an isolated structure.

Properties
total charge: +3
energy: -2613.33038 Ha
energy above the lowest of the compared OMol25 structures with the same formula, charge and spin: 1.0 kcal/mol
Kohn-Sham gap (alpha / beta): 9.709 / 6.174 eV
largest force on an atom: 0.27 eV Å⁻¹
multiplicity: 5
highest occupied orbital energy (alpha / beta): -18.3668 / -18.3595 eV

Each line ends with the natural charge from an NBO analysis.
Atoms and positions in Å:
1 Co 0.682 -1.269 -0.139  1.4899
2 N 0.460 -2.573 1.393  -0.9457
3 C 0.507 -3.960 0.799  -0.2338
4 C -0.867 -4.449 0.374  -0.4340
5 C -1.649 -3.567 -0.602  -0.4238
6 C -0.907 -3.168 -1.877  -0.2385
7 N -0.424 -1.742 -1.804  -0.9361
8 H 1.256 -2.471 2.024  0.4216
9 H -0.357 -2.504 1.998  0.4145
10 H 0.924 -4.645 1.536  0.2518
11 H 1.214 -3.932 -0.037  0.1913
12 H -1.474 -4.615 1.268  0.2410
13 H -0.727 -5.437 -0.070  0.2605
14 H -2.012 -2.657 -0.103  0.1864
15 H -2.553 -4.110 -0.878  0.2723
16 H -1.550 -3.261 -2.751  0.2425
17 H -0.037 -3.803 -2.055  0.2134
18 H -1.239 -1.144 -1.935  0.4062
19 H 0.161 -1.551 -2.619  0.4173
20 C -3.331 2.656 1.668  -0.6180
21 C -2.408 1.426 1.592  -0.5667
22 C -3.182 0.146 1.264  -0.6087
23 P -1.025 1.730 0.441  1.3980
24 C 0.440 2.420 1.277  -0.5728
25 C 0.068 3.633 2.151  -0.6171
26 C 1.120 1.337 2.121  -0.5978
27 C -1.373 2.480 -1.184  -0.5632
28 C -1.385 4.020 -1.092  -0.6133
29 C -2.641 1.928 -1.841  -0.6164
30 H -4.024 2.497 2.496  0.2708
31 H -3.925 2.769 0.762  0.2293
32 H -2.794 3.583 1.864  0.2327
33 H -1.902 1.303 2.556  0.2569
34 H -3.654 0.197 0.284  0.2280
35 H -3.976 0.016 2.000  0.2686
36 H -2.544 -0.740 1.311  0.1908
37 H 1.107 2.735 0.468  0.2575
38 H -0.557 3.336 2.993  0.2289
39 H -0.436 4.422 1.595  0.2399
40 H 0.990 4.052 2.557  0.2658
41 H 0.462 0.951 2.901  0.2323
42 H 1.997 1.755 2.617  0.2709
43 H 1.479 0.492 1.513  0.1548
44 H -0.501 2.188 -1.784  0.2542
45 H -2.196 4.380 -0.461  0.2333
46 H -1.551 4.403 -2.100  0.2691
47 H -0.438 4.427 -0.740  0.2282
48 H -3.541 2.354 -1.401  0.2410
49 H -2.716 0.840 -1.784  0.1957
50 H -2.634 2.205 -2.895  0.2650
51 C 5.928 0.090 -1.186  -0.4143
52 N 4.627 -0.594 -1.217  -0.2756
53 C 4.316 -1.686 -1.991  -0.0163
54 C 3.015 -1.974 -1.747  -0.1059
55 N 2.518 -1.063 -0.823  -0.7074
56 C 3.539 -0.249 -0.536  0.2238
57 H 6.706 -0.641 -1.388  0.2529
58 H 6.084 0.514 -0.198  0.2379
59 H 5.949 0.871 -1.942  0.2445
60 H 5.039 -2.157 -2.635  0.2718
61 H 2.421 -2.771 -2.164  0.2289
62 H 3.518 0.577 0.156  0.2255

# 3
Density functional theory data (wB97M-V/def2-TZVPD) for a 8-piece molecular cluster, C17H39F3N3O12 overall at a distorted geometry.

Properties
total charge: +2
energy: -2037.24404 Ha
Kohn-Sham gap (alpha / beta): 8.412 / 3.850 eV
largest force on an atom: 5.40 eV Å⁻¹
multiplicity: 2
highest occupied orbital energy (alpha / beta): -13.9055 / -13.8919 eV

Each line ends with the Mulliken spin population.
Atoms and positions in Å:
1 N -0.047 1.141 -0.411  0.0152
2 H 0.906 0.811 -0.459  0.0071
3 H -0.088 1.961 0.178  0.0001
4 H -0.728 0.469 -0.086  -0.0027
5 H -0.073 1.493 -1.357  -0.0016
6 N 2.827 3.270 -1.957  0.0003
7 H 2.806 4.166 -1.491  -0.0007
8 H 1.909 3.025 -2.300  -0.0005
9 H 3.064 2.477 -1.378  -0.0053
10 H 3.457 3.262 -2.747  -0.0007
11 N 2.089 -0.183 -3.211  -0.0037
12 H 1.544 0.661 -3.107  -0.0020
13 H 2.890 0.038 -3.784  -0.0005
14 H 1.731 -1.072 -3.531  -0.0008
15 H 2.470 -0.258 -2.279  -0.0047
16 C -0.070 2.881 -4.003  -0.0002
17 O 0.494 2.088 -2.955  0.0054
18 H 0.152 2.379 -4.944  0.0004
19 H -1.144 3.065 -4.030  0.0002
20 H 0.378 3.863 -4.161  -0.0001
21 C 3.435 -0.235 0.304  -0.0391
22 O 3.423 -1.319 -0.610  0.0579
23 O 2.852 0.804 -0.407  0.8236
24 C 2.986 -0.691 1.641  0.0693
25 F 3.263 0.167 2.630  0.0030
26 F 1.732 -1.003 1.660  0.0053
27 F 3.551 -1.860 2.018  0.0014
28 C 4.710 -1.971 -0.913  0.0053
29 C 4.469 -2.727 -2.266  -0.0001
30 H 5.412 -2.958 -2.762  0.0000
31 H 3.932 -3.666 -2.132  0.0001
32 H 4.055 -2.006 -2.971  -0.0002
33 H 5.197 -2.605 -0.172  0.0025
34 H 5.384 -1.188 -1.260  -0.0027
35 H 4.438 0.166 0.450  0.0700
36 C 0.122 2.146 3.216  0.0017
37 C -0.909 3.053 2.453  -0.0001
38 C -1.466 4.325 3.029  0.0000
39 O -1.439 5.308 2.058  0.0000
40 C -0.602 4.876 1.002  0.0000
41 O -0.553 5.451 -0.103  0.0000
42 O -0.183 3.639 1.328  0.0003
43 H -0.293 1.270 3.714  -0.0001
44 H 0.721 2.741 3.906  0.0000
45 H 0.685 1.555 2.494  -0.0016
46 H -1.687 2.463 1.966  -0.0001
47 H -0.823 4.559 3.878  0.0000
48 H -2.472 4.204 3.431  0.0000
49 C -2.856 -5.267 -1.750  0.0000
50 C -1.959 -4.375 -0.903  0.0000
51 C -0.443 -4.626 -0.948  0.0000
52 O 0.062 -3.260 -1.201  0.0002
53 C -0.877 -2.500 -1.533  -0.0008
54 O -0.709 -1.350 -1.878  -0.0003
55 O -2.056 -3.099 -1.503  0.0000
56 H -3.914 -5.016 -1.832  0.0000
57 H -2.831 -6.253 -1.287  0.0000
58 H -2.580 -5.449 -2.789  0.0000
59 H -2.202 -4.173 0.140  0.0000
60 H -0.091 -5.439 -1.584  0.0000
61 H -0.174 -4.853 0.083  0.0000
62 C -5.751 0.175 2.669  0.0000
63 C -4.244 0.211 3.090  0.0000
64 C -3.734 -1.096 3.669  0.0000
65 O -2.465 -1.290 3.107  0.0000
66 C -2.374 -0.520 1.971  -0.0003
67 O -1.394 -0.480 1.237  -0.0005
68 O -3.436 0.462 1.980  -0.0001
69 H -5.890 -0.760 2.125  0.0000
70 H -6.160 1.035 2.139  0.0000
71 H -6.415 0.012 3.517  0.0000
72 H -4.048 0.904 3.909  0.0000
73 H -4.344 -1.896 3.250  0.0000
74 H -3.624 -1.133 4.752  0.0000

# 4
Density functional theory data (wB97M-V/def2-TZVPD) for C17H39NSTa as an isolated structure at a distorted geometry.

Properties
total charge: -1
energy: -1180.92513 Ha
Kohn-Sham gap: 6.974 eV
largest force on an atom: 1.03 eV Å⁻¹
highest occupied orbital energy: -4.3203 eV

Each line ends with the natural charge from an NBO analysis.
Atoms and positions in Å:
1 C -7.185 0.492 0.017  -0.6065
2 C -6.375 -0.661 -0.570  -0.3986
3 C -4.965 -0.837 -0.001  -0.3917
4 C -3.874 0.018 -0.641  -0.3966
5 C -4.103 1.527 -0.626  -0.3938
6 C -2.810 2.309 -0.832  -0.3967
7 C -1.916 2.339 0.413  -0.3936
8 C -0.454 1.997 0.161  -0.3975
9 C 0.442 2.260 1.371  -0.3875
10 C 1.616 1.295 1.477  -0.3945
11 C 2.551 1.349 0.274  -0.3977
12 C 3.919 0.707 0.556  -1.0036
13 Ta 4.038 -1.561 0.771  2.0869
14 C 3.295 -1.742 2.911  -1.0057
15 C 2.243 -2.765 3.180  0.1638
16 N 1.119 -2.920 2.604  -0.6684
17 C 5.305 -1.961 -1.075  -1.0591
18 S 4.382 -2.993 -2.252  0.2238
19 C 3.929 -1.715 -3.433  -0.5348
20 C 2.901 -0.715 -2.936  -0.6288
21 H -7.240 0.402 1.107  0.1983
22 H -6.750 1.467 -0.205  0.2052
23 H -8.208 0.500 -0.366  0.2010
24 H -6.939 -1.584 -0.409  0.1975
25 H -6.299 -0.538 -1.658  0.1912
26 H -4.673 -1.884 -0.118  0.2088
27 H -4.983 -0.646 1.081  0.1916
28 H -2.924 -0.194 -0.139  0.2109
29 H -3.742 -0.306 -1.682  0.1928
30 H -4.834 1.806 -1.392  0.1936
31 H -4.541 1.811 0.342  0.1892
32 H -3.041 3.328 -1.156  0.1980
33 H -2.254 1.845 -1.659  0.1971
34 H -2.320 1.631 1.149  0.1915
35 H -1.959 3.325 0.892  0.1934
36 H -0.107 2.560 -0.714  0.1946
37 H -0.370 0.937 -0.116  0.2031
38 H 0.824 3.288 1.319  0.1871
39 H -0.169 2.202 2.281  0.1908
40 H 2.194 1.505 2.386  0.1925
41 H 1.219 0.279 1.593  0.2055
42 H 2.641 2.398 -0.052  0.1631
43 H 2.081 0.808 -0.557  0.2019
44 H 4.594 0.936 -0.285  0.2171
45 H 4.374 1.198 1.429  0.2151
46 H 2.344 -1.550 -0.025  -0.4939
47 H 4.058 -3.425 0.870  -0.4352
48 H 5.708 -1.351 1.576  -0.4528
49 H 2.906 -0.760 3.215  0.2353
50 H 4.166 -1.935 3.543  0.2370
51 H 2.447 -3.462 4.004  0.1401
52 H 1.023 -2.250 1.837  0.3288
53 H 5.573 -1.037 -1.598  0.2133
54 H 6.237 -2.481 -0.847  0.2341
55 H 3.577 -2.265 -4.312  0.2081
56 H 4.851 -1.206 -3.737  0.1941
57 H 2.072 -1.228 -2.442  0.2305
58 H 3.328 -0.024 -2.203  0.2161
59 H 2.509 -0.124 -3.769  0.1938